This record from the Open Molecules 2025 dataset describes a cluster of 2 separate species, C4H13N3 in total. The level of theory is ωB97M-V/def2-TZVPD.

Geometry as XYZ:
```
20
Properties=species:S:1:pos:R:3:forces:R:3
C -1.39189 0.57344 0.77360 0.859 0.643 0.121
C -0.11935 -1.48591 -0.27503 -1.270 -0.358 -0.133
C 0.24829 1.43188 -0.87377 -0.045 0.022 0.443
C 1.25893 -1.52596 -0.86606 0.050 0.464 0.003
N 0.04643 0.66478 0.35087 -0.018 -0.525 -0.139
N -2.01677 -0.22949 -0.20024 1.052 -0.448 -0.144
N 1.06128 0.94407 1.30208 -0.379 0.331 -0.208
H -2.60736 -0.91648 0.26224 0.037 -0.021 -0.015
H 1.09802 1.94218 1.51455 -0.055 -0.023 0.081
H 0.84334 0.44668 2.16002 -0.019 0.009 -0.111
H -1.37100 0.18062 1.80392 -0.018 0.044 -0.086
H -1.76344 1.61420 0.80339 -0.145 -0.111 0.069
H -0.83820 -2.00564 -0.89094 0.119 -0.238 -0.014
H -0.18415 -1.80701 0.75935 0.007 0.138 0.025
H 1.21887 1.18775 -1.30242 0.020 0.004 0.046
H -0.54536 1.18458 -1.57599 -0.004 -0.098 0.100
H 0.21386 2.50866 -0.66430 0.030 0.063 -0.045
H 1.27646 -1.11705 -1.87855 0.023 -0.014 0.042
H 2.00513 -1.01415 -0.25683 -0.072 0.071 -0.043
H 1.56688 -2.57713 -0.94589 -0.173 0.043 0.008
```
Positions in Å, forces in eV/Å.

Output
charge: 0
frontier orbital gap (alpha / beta): 8.211 / 8.209 eV



This record from the Open Molecules 2025 dataset describes an isolated molecule of C4H13N3. The level of theory is ωB97M-V/def2-TZVPD.

Geometry as XYZ:
```
20
Properties=species:S:1:pos:R:3:forces:R:3
C -2.01113 -1.43780 -0.01504 0.546 2.646 1.029
C -1.31062 -0.06165 0.68599 -1.993 -3.581 -1.315
N -1.41886 -0.11165 2.12425 -1.017 -0.043 0.394
C 0.10232 0.01605 0.11065 -0.765 1.223 -1.100
N 0.60248 1.09346 -0.77254 -1.696 -0.221 2.986
C 1.96235 1.34951 -0.59634 2.014 0.493 -5.010
N 2.94677 0.39992 -1.27696 -0.628 -0.154 3.465
H -3.04742 -1.19916 -0.08362 -1.067 -0.002 0.061
H -1.66580 -1.41438 -1.02825 0.331 -0.705 -0.621
H -1.93568 -2.38202 0.52450 0.625 0.131 -0.086
H -2.06595 0.65630 0.63938 -0.614 1.945 -2.334
H -0.66361 -0.64103 2.48402 0.173 -1.152 1.055
H -2.40545 -0.47349 2.30257 2.277 0.319 0.378
H 0.57825 0.25002 1.00200 2.016 -0.590 1.637
H 0.28452 -0.92928 -0.40241 0.454 -0.315 0.819
H 0.13579 1.08763 -1.61566 -0.306 0.303 -2.334
H 2.15562 1.50396 0.38245 0.785 -0.317 3.337
H 2.35975 2.29400 -1.04078 -1.107 -0.154 0.092
H 2.56615 -0.52477 -1.20718 0.030 -0.869 0.713
H 2.83054 0.52437 -2.21703 -0.059 1.041 -3.165
```
Positions in Å, forces in eV/Å.

Output
charge: 0
frontier orbital gap: 9.634 eV
structure (SMILES): C[C@@H](N)CNCN



This record from the Open Molecules 2025 dataset describes the ion C4H13N3 with charge +2. The level of theory is ωB97M-V/def2-TZVPD.

Geometry as XYZ:
```
20
Properties=species:S:1:pos:R:3:forces:R:3
N -1.52523 0.28752 2.25608 0.584 -0.373 -0.538
C -1.98386 -0.53651 1.34658 -0.562 -0.111 0.376
N -1.26143 -1.10387 0.40798 1.173 -0.364 0.538
C 0.25170 -1.32044 0.53458 -2.150 1.360 -0.190
C 1.01725 -0.10236 -0.02556 0.579 -1.488 0.173
C 0.46422 0.41672 -1.33143 0.280 1.443 0.430
N 1.49157 1.41477 -1.90497 -0.257 -0.381 -2.182
H -2.16640 0.82854 2.81273 -0.008 -0.151 0.412
H -0.53115 0.44529 2.33836 -0.120 0.381 0.188
H -3.03076 -0.79824 1.48775 -0.116 0.261 -0.788
H -1.69980 -1.69117 -0.28342 -0.491 -0.155 0.292
H 0.37700 -2.27196 0.02073 0.614 0.227 -0.028
H 0.41721 -1.43485 1.59984 0.428 -0.282 0.057
H 1.13464 0.71139 0.68462 -0.332 0.076 0.237
H 2.03946 -0.50332 -0.13007 -0.147 0.308 -0.375
H -0.44939 1.02366 -1.24639 0.272 -0.286 0.360
H 0.23117 -0.31505 -2.08854 0.437 -0.414 -0.205
H 1.53986 1.17644 -2.90499 0.041 0.211 -0.051
H 1.20411 2.39530 -1.92482 -0.144 0.027 0.490
H 2.47982 1.37813 -1.64905 -0.082 -0.290 0.805
```
Positions in Å, forces in eV/Å.

Output
charge: +2
frontier orbital gap: 12.053 eV
structure (SMILES): N/C=[NH+]\CCC[NH3+]



This record from the Open Molecules 2025 dataset describes the ion C4H13N3 with charge +2. The level of theory is ωB97M-V/def2-TZVPD.

Geometry as XYZ:
```
20
Properties=species:S:1:pos:R:3:forces:R:3
C 2.65178 0.18667 -0.11476 1.177 0.546 -1.685
C 0.29878 -1.04382 0.05592 4.314 -0.961 -0.533
C -2.98666 0.48716 -0.36274 -3.356 1.236 1.379
C -1.92476 -0.17132 0.38084 1.156 -2.635 -0.594
N 1.81826 -0.95670 -0.10897 -3.048 2.495 -0.540
N 2.12475 1.43337 0.18911 -0.897 0.867 0.385
N -0.61529 -0.06708 -0.23724 -1.028 0.608 0.314
H 3.31013 -0.28837 0.63904 1.218 0.614 0.663
H 3.30790 0.23548 -1.06294 -0.573 -0.167 1.116
H 0.28264 -1.93344 -0.55575 -1.509 -0.627 -0.740
H 0.25478 -1.40786 1.04630 -1.053 -0.336 1.502
H -2.68026 1.40404 -0.88297 -0.240 -0.008 0.347
H -3.47232 -0.17514 -1.07199 0.103 -0.057 -0.202
H -3.82738 0.70914 0.47738 1.812 -0.099 -2.272
H -2.06010 -1.29675 0.42910 -0.235 0.935 0.389
H -1.83412 0.16053 1.39182 0.254 0.341 1.146
H 2.19861 -1.87668 -0.18018 0.840 -0.492 -0.059
H 1.31024 1.44642 0.76058 -0.491 -0.229 0.730
H 2.39729 2.45600 0.09582 0.792 -2.234 -0.627
H -0.55428 0.69835 -0.88839 0.764 0.204 -0.719
```
Positions in Å, forces in eV/Å.

Output
charge: +2
frontier orbital gap (alpha / beta): 6.817 / 7.350 eV



This record from the Open Molecules 2025 dataset describes a structure of composition C4H13N3. The level of theory is ωB97M-V/def2-TZVPD.

Geometry as XYZ:
```
20
Properties=species:S:1:pos:R:3:forces:R:3
C 1.70420 0.43935 -1.32406 0.898 -0.538 -0.318
C 0.95123 -0.40940 -0.31130 0.751 -1.713 0.008
C 0.27367 0.37315 0.74054 -4.564 -1.043 0.867
N -2.38721 -0.02012 2.96141 0.594 -0.070 -0.692
C -2.48852 0.16757 1.66609 -0.677 -0.762 0.242
N -1.56852 -0.22068 0.80110 1.624 0.547 -0.562
N 1.89585 -0.19950 -2.75331 -1.160 0.768 1.857
H 1.23574 1.41867 -1.40188 0.202 -0.028 -0.517
H 2.74609 0.51264 -1.01673 -0.194 0.617 0.286
H 0.23110 -1.11448 -0.73179 -0.272 0.345 -0.436
H 1.62809 -1.13817 0.16701 0.033 0.453 -0.065
H -0.14331 1.34664 0.53471 0.951 0.551 0.019
H 0.39526 0.11287 1.78087 0.802 0.376 -0.012
H -3.17433 0.11764 3.57792 0.094 0.168 0.091
H -1.63078 -0.63538 3.23314 -0.098 0.235 0.602
H -3.45885 0.51394 1.29497 0.214 -0.015 0.072
H -1.98850 -0.32031 -0.11894 0.441 0.449 -0.133
H 2.81919 -0.62683 -2.81406 0.020 0.003 -0.294
H 1.78928 0.59085 -3.39258 0.177 -0.461 -0.521
H 1.17030 -0.90846 -2.89312 0.164 0.118 -0.493
```
Positions in Å, forces in eV/Å.

Output
charge: +2
frontier orbital gap: 9.957 eV



This record from the Open Molecules 2025 dataset describes the ion C4H13N3 with charge +3. The level of theory is ωB97M-V/def2-TZVPD.

Geometry as XYZ:
```
20
Properties=species:S:1:pos:R:3:forces:R:3
C 0.84682 -2.20803 0.29625 0.062 -0.230 0.210
C -0.25242 -1.14058 0.25798 0.369 0.496 -0.011
C 0.28835 0.11375 -0.66341 0.827 -0.900 0.201
N -0.83684 3.55820 -0.41690 0.480 -0.599 -0.275
C -0.04490 2.53672 -0.35006 0.061 0.658 0.231
N -0.48544 1.26247 -0.60026 -0.711 0.283 -0.279
N 0.41116 -3.39483 1.13601 0.028 0.149 -0.338
H 1.07968 -2.61614 -0.68044 -0.005 0.008 -0.246
H 1.77308 -1.84023 0.73782 -0.080 0.074 0.032
H -0.37752 -0.67137 1.23195 -0.226 -0.150 0.188
H -1.19304 -1.52144 -0.14176 -0.007 0.137 0.023
H 0.17617 -0.35156 -1.66444 -0.205 0.111 -0.243
H 1.34971 0.30542 -0.48473 -0.192 0.162 0.125
H -0.41006 4.48750 -0.32073 -0.260 0.174 0.170
H -1.83364 3.51210 -0.65192 -0.053 0.162 0.017
H 0.99581 2.72463 -0.08155 0.003 -0.298 -0.126
H -1.47323 1.17234 -0.86879 -0.035 -0.096 0.041
H -0.33991 -3.91756 0.67192 -0.033 -0.113 0.077
H 1.20464 -4.04874 1.23971 -0.173 0.098 0.137
H 0.07538 -3.12908 2.06882 0.153 -0.127 0.065
```
Positions in Å, forces in eV/Å.

Output
charge: +3
frontier orbital gap (alpha / beta): 12.070 / 7.602 eV
expectation value of S²: 0.771
spin multiplicity: 2



This record from the Open Molecules 2025 dataset describes a cluster of 2 separate species, C4H13N3O in total. The level of theory is ωB97M-V/def2-TZVPD.

Geometry as XYZ:
```
21
Properties=species:S:1:pos:R:3:forces:R:3
C 0.91794 1.84963 0.09894 -0.619 0.161 -0.894
C 0.36040 0.71105 0.90879 2.689 -1.012 0.555
O -0.05501 1.12016 2.18512 -0.263 -0.533 0.591
C 0.83507 -0.59817 0.80319 -1.500 3.041 -0.206
N 1.39982 -1.11000 -0.32008 0.030 -0.233 -0.106
N 0.57334 -1.47284 1.81649 -0.360 -1.153 0.701
H 0.18566 2.14975 -0.65695 0.087 0.199 -0.153
H 1.11486 2.74954 0.68663 -0.067 -0.329 0.265
H 1.83897 1.62829 -0.44838 0.049 -0.222 0.080
H 0.53326 0.69120 2.83144 -0.253 0.397 -0.123
H 1.83850 -2.01593 -0.20260 0.206 0.557 -0.580
H 1.67517 -0.43195 -1.01910 0.300 -0.645 0.101
H -0.27097 -1.22692 2.32725 0.247 -0.001 -0.037
H 0.50255 -2.43036 1.48838 -0.009 0.056 0.201
C -1.67726 -0.08251 -2.04537 0.577 0.465 -0.131
N -1.91761 -0.42208 -0.65727 0.751 1.656 1.600
H -0.65309 -0.32713 -2.36820 -0.030 -0.049 -0.206
H -1.77823 1.00085 -2.18803 -0.134 -0.177 0.037
H -2.37051 -0.56657 -2.74315 -0.009 -0.026 0.268
H -1.81296 -1.43093 -0.54191 0.299 0.567 0.399
H -1.23988 0.21492 0.04482 -1.992 -2.717 -2.362
```
Positions in Å, forces in eV/Å.

Output
charge: 0
frontier orbital gap: 7.713 eV
structure (SMILES): CC(O)=C(N)N.CN



This record from the Open Molecules 2025 dataset describes a cluster of 2 separate species, C4H13N3O in total. The level of theory is ωB97M-V/def2-TZVPD.

Geometry as XYZ:
```
21
Properties=species:S:1:pos:R:3:forces:R:3
C -1.11511 0.27406 -1.75691 0.086 -0.023 0.197
C -1.71795 0.18317 0.62817 0.158 -0.001 -0.121
N -0.68235 -0.10553 -0.39296 0.265 0.159 0.146
H -0.40249 -1.10276 -0.25922 0.004 0.074 -0.007
H -1.91651 1.25441 0.65004 0.021 -0.016 -0.011
H -2.63100 -0.34774 0.35966 0.041 0.011 -0.021
H -0.40670 -0.10209 -2.48875 0.008 0.002 0.026
H -2.09958 -0.14807 -1.95760 0.040 0.009 0.042
H -1.16373 1.36084 -1.82210 -0.001 -0.025 0.021
H -1.34303 -0.17229 1.58749 0.000 0.021 -0.044
C 1.77060 0.23245 -1.06671 -0.063 -0.050 0.016
C 0.76459 0.46881 0.02285 -0.382 -0.147 -0.048
N 0.64635 -1.20487 2.18175 0.130 -0.044 -0.338
O 0.98003 -1.37534 0.79041 -0.093 0.282 0.266
N 0.88280 1.43426 0.83679 -0.019 -0.264 -0.064
H 1.38844 -0.61208 2.56237 -0.044 -0.053 -0.052
H 0.80998 -2.12147 2.59563 -0.002 0.084 -0.035
H 0.11720 1.54638 1.49123 -0.067 -0.021 -0.051
H 1.69084 0.99483 -1.84612 -0.019 -0.023 0.045
H 1.67259 -0.76057 -1.50384 -0.023 0.013 0.026
H 2.75503 0.30360 -0.61218 -0.040 0.012 0.006
```
Positions in Å, forces in eV/Å.

Output
charge: 0
frontier orbital gap: 8.011 eV



Respective E values: -8824.0927 -8826.4690 -8812.8651 -8806.2209 -8811.1865 -8795.4903 -10874.8959 -10872.8109 eV.
Respective relative energy (zero: lowest compared OMol25 entry of this formula, charge and spin) values: 5.320 2.944 0.712 7.356 2.391 0.680 2.782 4.867 eV.